# 1
Formula: C5H31NO11S
Source: OMol25
Level of theory: ωB97M-V/def2-TZVPD

Output
- Kohn-Sham gap (eV) = 9.373
- SMILES string = CCNC(=O)CCS.O.O.O.O.O.O.O.O.O.O
- largest force on an atom (eV/A) = 1.4
- spin multiplicity = 1
- ΔE to the lowest compared entry with this formula, charge and spin (kJ/mol) = 0.0

Geometry as XYZ:
```
49
Properties=species:S:1:pos:R:3:forces:R:3
C 1.7382 -0.8461 1.2428 -0.106 -0.916 -0.108
C 3.0119 -0.4069 0.5367 0.664 0.562 0.985
S 3.9222 0.9725 1.3778 -0.341 0.039 -0.110
C 0.4994 -0.1799 0.7348 0.374 0.042 0.178
N -0.0760 -0.7485 -0.3458 -1.077 0.746 -0.431
C -1.1910 -0.0459 -0.9978 0.116 0.032 -0.996
C -1.6976 -0.8349 -2.1935 -0.571 -0.950 0.095
O 0.0198 0.7988 1.3094 -0.455 -0.161 0.159
H 1.7710 -0.7968 2.3305 0.156 0.553 -0.026
H 1.5855 -1.9116 1.0813 0.081 -0.202 -0.302
H 2.8164 0.0076 -0.4499 -0.026 -0.140 -0.157
H 3.7219 -1.2262 0.5023 -0.088 -0.133 -0.294
H 3.5895 0.7014 2.6542 0.003 -0.137 -0.243
H 0.4886 -1.1401 -1.0809 0.541 -0.627 0.511
H -0.7869 0.8762 -1.4058 -0.289 0.391 0.316
H -2.0311 0.1197 -0.3378 0.121 0.254 0.420
H -0.8712 -1.2293 -2.7890 -0.072 0.164 -0.191
H -2.3348 -1.6800 -1.9052 0.405 -0.132 0.273
H -2.3896 -0.2806 -2.8280 0.444 0.489 -0.019
H -1.9951 -1.1360 2.5303 -0.230 -0.035 0.422
H -2.0916 -2.4895 3.3108 -0.121 0.300 0.026
O -1.9283 -2.1038 2.4450 0.380 -0.479 -0.224
H 1.5230 2.4368 -2.1247 0.128 0.143 -0.259
H 2.9842 1.8631 -2.4821 -0.120 0.557 0.083
O 2.0939 1.6553 -2.1914 0.046 -0.712 0.283
H -0.5356 3.0287 -1.1414 -0.138 0.228 -0.318
H -0.8243 3.6754 -2.5278 0.181 -0.094 0.125
O -0.2725 3.0158 -2.0907 -0.061 0.067 -0.083
H -3.1795 1.0157 2.3925 0.175 -0.409 -0.216
H -1.6652 0.8013 2.0098 -0.016 0.143 0.091
O -2.3352 0.6666 2.7125 -0.295 -0.180 -0.245
H -3.1506 -1.5941 0.7364 -0.123 -0.553 0.281
H -4.7097 -1.7198 0.8320 0.103 -0.397 0.050
O -3.9806 -1.1146 0.7098 -0.150 0.969 -0.388
H -0.6075 2.5369 3.3560 0.038 -0.287 0.044
H -2.0150 2.1470 3.8484 0.577 -0.044 -0.105
O -1.3369 2.8353 3.9030 -0.199 0.689 0.289
H 2.5481 -0.0636 -3.9061 0.017 -0.045 0.124
H 1.3902 0.8219 -4.3808 0.081 -0.015 0.220
O 1.8004 -0.0385 -4.5066 -0.308 -0.135 -0.553
H 2.4338 -2.3338 -3.3529 -0.046 0.120 -0.026
H 2.6990 -1.5016 -2.0862 0.067 -0.161 -0.187
O 3.1318 -1.8933 -2.8562 0.122 0.043 0.323
H -0.5249 -3.4832 1.8270 0.016 0.086 0.061
H 0.5993 -4.5784 1.8501 -0.205 0.066 0.115
O 0.2164 -3.8620 1.3365 0.207 -0.024 -0.263
H 0.1000 2.9637 0.7965 -0.056 -0.233 0.245
H -1.4059 2.9977 1.1219 0.068 -0.046 0.136
O -0.7481 3.3015 0.4917 -0.016 0.562 -0.113
```
Forces are in eV/Å.

---

# 2
Formula: C5H31NO12
Source: OMol25
Level of theory: ωB97M-V/def2-TZVPD

Output
- Kohn-Sham gap (eV) = 8.440
- SMILES string = O=CN1CCCC1.O.O.O.O.O.O.O.O.O.O.O
- largest force on an atom (eV/A) = 7.5
- spin multiplicity = 1
- ΔE to the lowest compared entry with this formula, charge and spin (kJ/mol) = 678.5

Geometry as XYZ:
```
49
Properties=species:S:1:pos:R:3:forces:R:3
C 2.6194 -2.6581 -2.5134 0.277 -1.119 -0.273
N 2.3503 -1.9024 -1.3008 -1.289 1.745 0.740
C 3.1816 -1.7160 -0.1657 -1.390 -0.289 -1.146
O 4.2642 -2.2605 -0.0320 -1.033 0.615 0.290
C 1.3603 -0.7889 -1.5829 -1.113 -1.893 0.005
C 0.7815 -1.0196 -3.0492 -0.218 -0.846 0.661
C 1.6940 -2.0812 -3.7557 2.515 1.888 3.819
H 2.6087 -3.7753 -2.2774 -0.528 1.317 -0.583
H 3.6579 -2.4570 -2.7059 0.624 -0.116 -0.713
H 2.5758 -1.0465 0.6149 1.769 -1.314 -1.371
H 1.9121 0.1360 -1.5573 -0.302 0.577 0.409
H 0.5064 -0.9190 -0.8134 1.427 0.877 -1.247
H 0.8626 -0.0933 -3.6861 -0.837 -0.798 0.999
H -0.2708 -1.4806 -2.9344 1.446 1.224 -0.476
H 1.1092 -2.8069 -4.2368 -0.210 -0.943 -1.019
H 2.4403 -1.4683 -4.3180 -0.864 -1.138 -0.367
H 1.0502 0.1444 0.8991 -0.028 1.044 0.194
H 0.6039 -0.2544 2.4199 0.224 0.204 -2.099
O 0.6689 -0.5287 1.4581 -0.773 -0.823 1.992
H -3.4931 -1.2285 2.7485 1.060 -1.222 -0.972
H -2.1043 -1.3097 2.2786 4.092 2.838 -0.487
O -2.8073 -1.8504 2.3527 -4.792 -1.959 1.870
H 1.5085 2.7198 0.8923 -1.283 0.443 -0.658
H 0.1053 2.4501 -0.0806 3.563 -0.218 0.957
O 1.1704 2.4192 0.0192 -5.991 -0.822 0.287
H 2.4047 2.4100 -0.9739 -2.372 -0.824 -0.626
H 3.3756 2.2748 0.1638 0.619 -2.184 3.807
O 3.2083 2.6511 -0.6238 5.242 3.341 -4.170
H -0.4752 1.4394 4.6866 1.213 -0.870 -0.656
H 0.7204 0.3413 4.5139 -0.898 1.245 -0.010
O 0.2617 1.1177 4.1020 -0.167 -0.435 0.752
H -2.3032 1.4065 0.1597 -0.835 -1.339 0.261
H -1.9186 0.7118 -1.3030 -0.669 0.059 1.147
O -1.8569 1.4440 -0.6758 2.108 2.403 -1.377
H 0.5110 4.0668 2.8501 0.674 -0.320 -0.457
H 1.3165 2.7971 3.0249 -0.061 -1.154 0.935
O 1.2957 3.5869 2.5132 -0.554 1.387 -0.111
H -2.0593 3.3721 0.5534 -1.580 2.082 -0.241
H -2.3504 4.5576 -0.3930 -0.454 -0.337 0.919
O -2.6605 4.1981 0.4721 2.013 -1.642 -0.668
H -1.7934 -1.1800 -0.2726 -1.490 0.278 -0.549
H -3.1669 -1.6817 -0.9537 1.505 1.832 1.413
O -2.6925 -0.8494 -0.5607 0.524 -2.591 -1.956
H -2.7741 -4.0256 0.0708 -1.360 1.879 -0.959
H -3.0850 -2.9118 0.9153 -0.107 1.633 2.380
O -3.2414 -3.1136 0.0206 1.085 -4.815 -1.450
H -3.2778 -0.2337 0.7250 -0.031 -0.752 -1.058
H -4.2846 0.9575 0.9510 1.812 -1.243 0.959
O -3.5101 0.4389 1.3606 -2.563 3.094 0.903
```
Forces are in eV/Å.

---

# 3
Formula: C5H32NO10S
Source: OMol25
Level of theory: ωB97M-V/def2-TZVPD

Output
- Kohn-Sham gap (eV) = 6.930
- largest force on an atom (eV/A) = 5.8
- spin multiplicity = 1
- ΔE to the lowest compared entry with this formula, charge and spin (kJ/mol) = 398.8
- charge = -1

Geometry as XYZ:
```
49
Properties=species:S:1:pos:R:3:forces:R:3
C -0.3015 -0.0145 0.5140 -0.780 1.373 4.725
C -0.6471 1.5494 0.4959 -1.334 -1.594 -2.214
S -1.1625 1.9727 -1.3137 0.023 -0.226 1.175
C 1.0100 -0.3403 1.3120 1.323 0.724 0.310
N 0.9405 -1.7108 1.8090 1.556 -0.999 2.064
C 1.3458 -2.8259 0.9673 -0.865 -1.500 1.678
C 1.5076 -2.0205 3.1930 -2.646 1.084 -1.317
H -0.3311 -0.3329 -0.4460 0.976 -0.782 -3.324
H -1.0747 -0.7054 0.9547 0.342 1.052 0.170
H -1.5569 1.8871 1.0373 2.319 -0.501 0.097
H 0.2781 1.9727 0.7970 0.494 1.100 0.185
H 1.2276 0.2395 2.3069 -1.165 -0.316 -2.052
H 1.9276 -0.0886 0.6581 -1.264 -0.694 0.805
H 0.6009 -3.6780 1.2427 0.800 1.179 -1.423
H 2.2902 -3.3870 1.2686 -0.340 1.397 -0.621
H 1.3534 -2.4141 -0.0220 0.037 -0.872 -0.879
H 0.9015 -1.4229 3.9148 0.989 -0.160 -0.244
H 1.1576 -3.0342 3.2992 0.284 -0.597 0.576
H 2.5837 -1.9609 3.2929 0.291 0.263 -0.004
H 0.9060 -1.2783 -1.6768 -1.149 0.764 1.644
H 0.2070 -1.3923 -3.1528 0.608 0.195 1.541
O 0.9996 -1.4921 -2.5733 0.038 -1.309 -3.186
H -1.1635 -2.5235 2.4405 -0.317 -0.434 -0.279
H -1.3619 -3.1245 1.1278 0.703 -0.081 -2.142
O -1.7526 -3.1484 1.9665 -0.447 0.469 2.393
H 1.9273 2.7454 -1.4339 -0.866 -0.186 -1.896
H 2.4263 3.0144 -0.1672 0.444 0.091 1.131
O 2.4212 2.2742 -0.7667 0.732 -0.052 1.190
H -1.5062 -0.4085 3.1325 0.635 1.154 0.745
H -2.1689 0.6934 2.5206 0.158 0.980 0.530
O -1.4634 0.5824 3.2134 -0.519 -2.212 -0.236
H -3.0331 0.4197 0.7514 -0.187 -0.988 -1.257
H -3.0464 1.8983 1.0748 -0.871 -1.104 0.345
O -3.3047 1.0129 1.4353 -0.952 2.353 1.062
H -2.1818 -0.4100 -0.7313 -3.110 0.388 -0.204
H -3.5779 0.1288 -1.2218 -0.426 1.751 -1.283
O -3.2251 -0.5115 -0.6515 3.712 -2.103 1.560
H 2.7186 0.6869 -1.9419 -0.648 1.873 4.012
H 2.2756 -0.3744 -2.8578 -0.260 -0.338 -0.190
O 2.8760 0.3655 -2.7630 1.365 -1.131 -4.024
H -2.8599 -1.6758 -2.1456 0.463 0.209 3.145
H -3.1129 -0.6759 -3.2730 0.184 1.388 0.087
O -3.0792 -1.5753 -3.0210 -0.664 -1.904 -4.018
H 3.5011 1.0037 1.5973 -2.686 2.341 1.444
H 4.4454 0.8326 0.5394 1.293 1.405 -2.948
O 4.1055 0.4188 1.2720 1.560 -3.722 1.478
H 0.3457 3.8418 -2.4646 1.627 -2.887 -1.251
H 0.8867 2.4221 -3.1477 -1.722 -2.474 -0.533
O 1.1157 3.2515 -2.8382 0.261 5.631 1.436
```
Forces are in eV/Å.

---

# 4
Formula: C5H33NO10
Source: OMol25
Level of theory: ωB97M-V/def2-TZVPD

Output
- Kohn-Sham gap (spin up / spin down) (eV) = 2.362 / 9.300
- largest force on an atom (eV/A) = 15.4
- spin multiplicity = 2
- charge = -1

Geometry as XYZ:
```
49
Properties=species:S:1:pos:R:3:forces:R:3
C 0.5887 -1.7743 -0.8147 0.204 2.644 3.456
N 0.6298 -2.0521 0.7142 2.510 -1.397 -0.434
C 0.2340 -3.4565 0.9199 -2.019 0.090 0.788
C -1.3058 -3.7028 1.0106 1.820 -0.876 -3.498
C 2.0704 -1.9001 1.1624 -1.102 -1.058 -2.180
C -0.8037 -1.1694 -0.8053 -1.721 -2.962 -3.804
H 0.8939 -2.7368 -1.2772 -0.603 0.904 -0.539
H 1.2534 -0.8442 -1.0992 -0.615 -2.324 1.046
H 0.6542 -3.9336 1.7889 0.204 0.737 1.231
H 0.6368 -4.1547 0.2516 0.709 -0.757 -2.199
H -1.6871 -3.2503 1.8089 -1.506 2.030 3.433
H -1.8638 -3.3323 0.1491 0.239 -0.132 0.231
H -1.5985 -4.7292 1.0514 0.349 -1.049 0.223
H 2.1569 -0.7971 1.2211 0.726 -0.816 1.048
H 2.7200 -2.2376 0.3042 -0.209 0.387 0.609
H 2.2552 -2.6991 1.9178 0.157 1.704 0.402
H -1.1155 -0.5234 -0.0331 0.577 0.949 0.940
H -1.0022 -0.7147 -1.7879 -0.342 0.089 0.355
H -1.5080 -2.0504 -0.6965 0.543 1.574 -0.586
H -1.5749 2.7896 -1.2268 0.718 0.637 -0.523
H -0.5521 4.0901 -1.4834 -1.334 -1.298 0.314
O -1.1491 3.5955 -0.8628 0.852 0.631 0.584
H -3.1709 -1.1773 1.9589 7.533 2.717 7.531
H -4.0866 -2.3660 1.5712 1.223 2.713 -0.122
O -3.7454 -1.4096 1.4058 -8.812 -5.327 -7.443
H 1.4975 3.3007 -0.6322 -2.734 -1.472 2.942
H 1.8184 3.5053 -1.9320 0.207 0.334 -1.423
O 2.2026 3.6577 -1.0759 2.182 1.110 -1.645
H 1.8916 -0.1756 -2.4550 -2.672 1.515 -3.250
H 0.6529 -0.5987 -3.4140 0.370 0.574 0.211
O 1.1901 0.1938 -3.2096 2.541 -1.757 2.562
H 3.3912 2.1051 -1.8272 1.692 -0.716 1.119
H 4.2372 1.5768 -0.5244 -0.268 0.508 -3.154
O 4.2464 1.6406 -1.5635 -1.210 0.065 2.177
H -3.5309 0.3022 -1.1214 0.214 0.235 -0.055
H -3.7283 1.6190 -0.2884 1.712 -1.123 -2.368
O -3.1599 1.2093 -1.1088 -1.913 0.890 2.653
H -3.0013 3.0706 -2.5093 -1.716 0.264 1.729
H -2.6686 2.0135 -3.5361 0.202 0.821 0.572
O -2.3976 2.8908 -3.1838 1.412 -1.015 -2.770
H -0.5384 1.8441 3.3539 -0.924 -1.001 0.827
H -0.3057 0.4306 3.1413 -1.324 0.484 1.302
O -0.8885 0.9913 3.7471 2.105 0.248 -1.880
H -0.4096 1.6721 0.9543 -3.201 -1.672 -2.244
H 0.1970 2.8654 1.3614 -0.124 3.547 -0.226
O 0.2947 1.9640 1.4375 3.440 -1.695 2.088
H 2.9158 1.3997 1.8673 -10.551 -7.536 -8.400
H 3.7138 1.2692 3.0553 0.063 -0.586 0.571
O 3.4501 1.7885 2.3143 10.398 8.169 7.798
```
Forces are in eV/Å.

---

> Which of these has the highest largest force on an atom?

C5H33NO10

---

> Which of these has the highest largest force on an atom?

C5H33NO10

---

> The highest largest force on an atom belongs to which entry?

C5H33NO10

---

> The highest largest force on an atom belongs to which entry?

C5H33NO10